ORCA calculation (ωB97M-V/def2-TZVPD) on a structure of composition C32H36N2O3PRuS5.

Last column: Löwdin charge in e.
Atoms and positions in Å:
Ru: 0.824 0.383 0.258  0.931
C: -2.409 -2.990 2.644  -0.497
C: -2.931 -2.626 1.265  -0.514
S: -2.335 -1.094 0.501  0.840
C: -2.724 0.154 1.740  -0.499
C: -1.730 0.355 2.902  -0.433
S: 0.025 0.113 2.483  0.791
C: 0.701 -0.923 3.812  -0.441
C: -0.123 -2.177 4.130  -0.488
S: -0.606 -3.197 2.709  0.895
H: -2.865 -3.937 2.934  0.088
H: -2.716 -2.257 3.386  0.067
H: -4.021 -2.578 1.304  0.090
H: -2.681 -3.401 0.537  0.076
H: -3.709 -0.054 2.160  0.102
H: -2.822 1.078 1.172  0.035
H: -1.930 -0.339 3.711  0.058
H: -1.848 1.360 3.308  0.089
H: 0.838 -0.310 4.702  0.100
H: 1.683 -1.193 3.430  0.049
H: -1.021 -1.936 4.697  0.074
H: 0.486 -2.799 4.787  0.087
N: 1.803 1.692 -2.082  0.128
C: 2.767 1.841 -1.102  -0.335
C: 4.053 1.296 -1.267  0.002
C: 4.965 1.378 -0.246  -0.005
C: 4.585 1.949 0.978  -0.278
C: 3.336 2.534 1.152  -0.015
C: 2.412 2.472 0.113  -0.100
S: 5.671 1.876 2.367  0.530
O: 6.121 3.305 1.982  -0.082
O: 6.670 0.884 2.138  -0.251
O: 4.900 1.844 3.570  -0.258
H: 2.113 1.262 -2.942  0.100
H: 1.161 2.459 -2.221  0.115
H: 4.311 0.817 -2.204  0.122
H: 5.961 0.966 -0.346  0.142
H: 3.097 3.012 2.093  0.138
H: 1.489 3.041 0.175  0.094
S: -2.531 3.718 -0.219  1.161
C: -1.168 2.877 0.355  -0.485
N: -0.786 1.845 -0.348  -0.116
C: -1.603 1.675 -1.466  -0.353
C: -1.478 0.678 -2.435  -0.061
C: -2.383 0.659 -3.471  -0.044
C: -3.410 1.612 -3.554  -0.040
C: -3.547 2.600 -2.605  -0.050
C: -2.627 2.621 -1.556  -0.442
H: -0.661 3.186 1.260  0.092
H: -0.689 -0.064 -2.355  0.074
H: -2.312 -0.105 -4.233  0.119
H: -4.107 1.570 -4.379  0.123
H: -4.338 3.334 -2.673  0.125
C: 0.470 -3.179 -0.771  -0.233
P: 1.650 -1.844 -0.463  0.922
C: 2.784 -1.789 -1.869  -0.375
C: 4.119 -2.169 -1.759  -0.070
C: 4.953 -2.090 -2.867  -0.050
C: 4.460 -1.640 -4.083  -0.052
C: 3.122 -1.278 -4.204  -0.067
C: 2.288 -1.350 -3.100  -0.133
C: 2.648 -2.312 0.973  -0.405
C: 3.527 -1.359 1.493  -0.125
C: 4.309 -1.647 2.599  -0.043
C: 4.202 -2.896 3.202  -0.035
C: 3.330 -3.849 2.693  -0.045
C: 2.553 -3.562 1.578  -0.102
H: 0.992 -4.114 -0.973  0.072
H: -0.142 -2.921 -1.635  0.054
H: -0.171 -3.268 0.106  -0.024
H: 4.509 -2.529 -0.817  0.111
H: 5.988 -2.389 -2.780  0.120
H: 5.112 -1.586 -4.944  0.120
H: 2.732 -0.954 -5.160  0.116
H: 1.241 -1.080 -3.201  0.089
H: 3.622 -0.397 0.996  0.072
H: 5.003 -0.917 2.995  0.097
H: 4.814 -3.130 4.063  0.122
H: 3.262 -4.824 3.156  0.121
H: 1.884 -4.315 1.187  0.097

For the energy above the lowest of the compared OMol25 structures with the same formula, charge and spin, the calculation gives 30.8 kJ/mol. The expectation value of S² is 8.78. For the HOMO energy (spin up / spin down), the calculation gives -13.67 / -13.91 eV. As for the total energy: -108921.7811 eV. Its spin multiplicity is 6. The gap between HOMO and LUMO (spin up / spin down) is 8.3 / 5.7 eV. Its total charge is +2.